Record 1
A molecular structure, C31H30F6GeN2OPReS. Source: the Open Molecules 2025 dataset; level of theory: wB97M-V/def2-TZVPD.

The calculated total energy comes out at -4876.9903 hartree. The value obtained for the molar mass is 882.440 g/mol. As for the charge: +3. The spin multiplicity is 2.

The geometry in XYZ format:
```
74
Properties=species:S:1:pos:R:3:forces:R:3
Re -0.20716 0.00135 0.96399 1.189 1.757 -7.567
C -5.47816 2.09777 1.89905 -0.003 -0.005 -0.165
C -5.29557 2.02443 0.38463 -0.405 0.720 0.475
N -4.38849 0.93379 0.03614 0.944 -0.027 -0.095
C -5.01187 -0.32209 -0.32837 -0.526 -0.750 -0.446
C -5.51565 -0.34396 -1.76904 0.087 0.020 0.121
C -3.09054 1.11279 0.09074 -0.511 -0.211 0.428
S -2.04711 -0.23439 -0.51963 2.358 0.142 1.155
N -2.58140 2.26880 0.43655 0.314 0.293 -0.132
C -1.35846 2.70694 0.68191 -2.105 1.864 0.467
O -0.30630 1.96894 0.68972 1.907 -3.288 0.105
C -1.18355 4.11865 0.99627 0.451 -0.152 -0.119
C 0.11488 4.66017 0.99190 -0.077 0.019 0.123
C 0.32193 5.97607 1.36687 0.030 -0.260 -0.157
C -0.75489 6.76672 1.76028 -0.035 -0.322 -0.112
C -2.04610 6.24272 1.74017 -0.077 -0.120 -0.027
C -2.26926 4.93505 1.34471 0.045 0.032 0.035
H -6.18577 2.88651 2.13939 -0.047 0.064 0.008
H -4.53620 2.32082 2.39451 0.081 0.018 0.072
H -5.87670 1.16476 2.29057 -0.021 -0.073 0.056
H -4.88946 2.96224 -0.00055 -0.064 -0.186 -0.056
H -6.25565 1.82789 -0.09417 0.188 -0.031 -0.102
H -5.86139 -0.47312 0.34301 0.234 -0.026 0.128
H -4.30043 -1.13987 -0.17845 -0.146 0.056 0.177
H -6.29329 0.39507 -1.94289 0.009 0.107 -0.009
H -5.94864 -1.31921 -1.97363 -0.021 -0.087 -0.003
H -4.70162 -0.17738 -2.46940 0.070 0.053 -0.140
H 0.93999 4.03626 0.67490 0.083 0.113 0.062
H 1.32202 6.38216 1.34168 0.027 0.062 0.043
H -0.58409 7.78551 2.07506 -0.035 0.068 0.008
H -2.88165 6.85616 2.04340 -0.030 0.038 -0.015
H -3.26921 4.52885 1.32876 -0.075 0.008 0.047
F 0.69743 0.12902 3.04561 -0.477 -0.015 -0.941
P -0.64362 -0.71564 3.63008 -0.318 -1.684 3.505
F -1.50733 0.26483 2.58108 -0.650 0.291 0.543
F -0.35814 -1.68562 2.03944 0.124 0.390 0.009
F -0.84763 0.25762 4.81004 0.151 -0.355 -0.572
F 0.33308 -1.73570 4.29757 -0.444 0.522 -0.375
F -1.92048 -1.59833 3.81363 0.656 0.511 -0.211
C 1.07594 -0.41251 -0.31111 -3.354 0.794 4.222
Ge 2.50275 -1.39463 -1.20511 2.980 -0.998 -0.930
C 4.42680 -1.09668 -0.61630 -2.364 0.401 -0.586
C 4.65504 -0.35693 0.52671 0.590 0.444 0.099
C 5.97243 -0.07594 0.86757 -0.544 -0.049 0.406
C 7.00833 -0.58704 0.10250 0.483 0.021 0.092
C 6.75597 -1.32928 -1.03698 -0.263 -0.407 -0.146
C 5.44369 -1.63094 -1.38346 0.518 0.049 -0.300
C 2.01054 -1.64132 -3.10381 -0.175 0.207 1.249
C 0.63402 -1.77308 -3.32404 0.349 -0.184 0.026
C 0.17538 -2.02613 -4.59986 -0.258 0.047 -0.175
C 1.06828 -2.10017 -5.66411 0.057 0.054 0.098
C 2.43505 -1.95019 -5.44796 -0.171 0.155 0.070
C 2.90841 -1.70765 -4.16940 0.287 0.034 0.285
C 2.17924 -2.99892 0.09454 0.285 0.736 -1.942
C 1.65407 -4.12374 -0.49883 -1.568 -1.068 0.451
C 1.29848 -5.17731 0.34086 0.248 0.050 -1.997
C 1.51460 -5.09176 1.70054 -0.082 -0.711 0.977
C 2.06084 -3.95412 2.26323 1.091 1.200 0.003
C 2.41727 -2.88803 1.44116 -0.655 -0.263 2.035
H 3.83991 0.04019 1.11785 0.018 0.122 0.037
H 6.17665 0.53124 1.73737 0.098 -0.011 0.062
H 8.03073 -0.44125 0.42899 -0.020 0.164 -0.123
H 7.56568 -1.70553 -1.64456 0.078 -0.061 0.046
H 5.24419 -2.26981 -2.23380 0.005 0.055 -0.066
H -0.04631 -1.69079 -2.48291 -0.199 -0.092 -0.094
H -0.88141 -2.15691 -4.77622 -0.095 0.041 -0.059
H 0.69693 -2.23703 -6.67044 -0.009 -0.131 0.012
H 3.12103 -1.99041 -6.27992 0.070 0.000 -0.046
H 3.96632 -1.53310 -4.01053 -0.047 -0.110 -0.034
H 1.50536 -4.20453 -1.56451 -0.152 0.058 -0.093
H 0.85880 -6.05837 -0.10358 0.207 -0.243 0.059
H 1.29086 -5.94097 2.33530 -0.326 0.099 0.021
H 2.23046 -3.87826 3.32759 0.128 -0.146 0.040
H 2.87015 -2.01463 1.88771 -0.095 0.186 -0.021
```
Positions in Å, forces in eV/Å.

Atom charges from the Löwdin analysis, given in e for atoms 1 to 2: Re 1.434; C -0.037

=====

Record 2
A molecular structure, C31H30GaNO11P2. Source: the Open Molecules 2025 dataset; level of theory: wB97M-V/def2-TZVPD.

The calculated total energy comes out at -4689.6339 hartree. The value obtained for the molar mass is 724.248 g/mol. As for the charge: 0.

The geometry in XYZ format:
```
76
Properties=species:S:1:pos:R:3:forces:R:3
Ga -0.81207 0.11700 -0.35516 -0.132 -0.157 -0.178
O -1.44782 4.08048 1.12923 0.013 -0.171 -0.094
P -1.70953 3.15460 -0.13600 -0.022 -0.447 -0.048
O -1.84076 3.88700 -1.39876 0.018 0.004 0.128
O -0.72233 1.99540 0.00339 -0.207 0.107 -0.031
O -3.16760 2.45390 0.24110 -0.033 0.019 0.082
P -3.32066 0.97069 0.76546 0.207 0.129 0.135
O -4.86635 0.81656 1.03027 0.210 -0.009 0.029
O -2.82600 -0.01300 -0.26382 0.091 0.229 0.140
O -2.63108 0.87701 2.13230 -0.266 0.056 -0.119
H -1.57706 5.00664 0.90241 -0.023 0.117 -0.022
H -5.32459 0.38330 0.30151 -0.056 0.000 -0.082
O -0.88798 -1.95031 -0.77653 -0.011 0.069 -0.126
C 0.39160 -2.45708 -1.24747 -0.039 -0.021 0.181
C 1.16342 -1.21179 -1.76462 -0.027 0.173 0.040
O 1.97248 -1.30410 -2.65757 0.029 -0.055 0.054
O 0.89715 -0.11572 -1.11287 0.031 -0.080 0.013
C 0.16454 -3.48263 -2.33954 -0.043 0.025 -0.010
C 1.25327 -4.20091 -2.82605 0.037 -0.027 0.008
C 1.07911 -5.13946 -3.82748 -0.023 -0.005 -0.022
C -0.18582 -5.37299 -4.35552 -0.009 0.016 0.026
C -1.27081 -4.65763 -3.87536 0.037 0.023 0.035
C -1.09748 -3.71175 -2.86870 -0.019 -0.012 -0.076
C 1.13327 -3.06254 -0.05664 0.024 -0.035 -0.126
C 0.49274 -4.05669 0.68002 -0.075 -0.091 0.013
C 1.09992 -4.61524 1.79267 0.067 0.038 -0.011
C 2.37462 -4.20279 2.16381 -0.011 0.004 -0.043
C 3.03104 -3.23911 1.41289 -0.043 0.000 0.030
C 2.41216 -2.66658 0.30759 0.017 0.096 0.056
H -1.06861 -2.28290 0.11711 0.053 -0.008 0.037
H 2.24113 -4.01846 -2.42208 -0.034 0.002 -0.004
H 1.93418 -5.69001 -4.19918 -0.018 0.002 0.003
H -0.32134 -6.11111 -5.13607 -0.001 0.017 0.007
H -2.25907 -4.82952 -4.28322 0.011 0.002 0.010
H -1.94487 -3.14682 -2.50443 0.016 -0.015 -0.002
H -0.48452 -4.42045 0.37206 0.043 0.049 -0.012
H 0.58530 -5.38056 2.36072 0.022 0.026 -0.019
H 2.85546 -4.63848 3.03031 -0.004 0.009 -0.013
H 4.02555 -2.91493 1.69371 -0.026 -0.018 -0.010
H 2.93031 -1.89955 -0.25726 -0.023 -0.048 0.016
N -1.28389 0.63300 -2.48963 -0.125 -0.231 0.313
C -0.83769 1.37290 -3.24095 0.217 0.428 -0.409
C -0.19940 2.24643 -4.18890 -0.039 -0.354 0.276
C 0.92778 1.75476 -4.84499 0.045 -0.032 -0.112
C 1.56736 2.57010 -5.76343 -0.009 -0.012 0.014
C 1.08667 3.85133 -6.00720 0.010 0.015 0.011
C -0.02372 4.33543 -5.32565 0.072 -0.027 -0.018
C -0.67222 3.53505 -4.40162 -0.204 0.162 0.035
H 1.28713 0.75498 -4.62410 -0.005 0.084 -0.016
H 2.44273 2.20623 -6.28410 -0.003 0.013 -0.003
H 1.59039 4.48497 -6.72692 -0.008 -0.023 0.014
H -0.37746 5.34186 -5.50541 0.006 -0.016 -0.003
H -1.51561 3.90096 -3.82831 0.061 -0.057 -0.019
C 1.78583 3.86012 5.72068 -0.026 -0.051 -0.009
C 0.99352 2.88414 4.88808 0.035 0.018 -0.007
C -0.31349 2.55167 5.20544 -0.065 0.072 -0.025
C -1.05599 1.66767 4.43025 -0.042 0.003 0.098
C -2.45206 1.33719 4.91034 0.062 -0.042 -0.017
C -0.48156 1.09720 3.28106 0.024 -0.120 0.037
C -1.32068 0.09068 2.51411 0.444 0.051 -0.305
O -0.79881 -0.51094 1.44345 -0.055 0.096 0.124
C 0.86600 1.36554 2.97971 0.063 0.010 -0.128
C 1.66211 0.74838 1.84882 0.004 0.037 0.136
C 1.56215 2.26212 3.78795 0.004 0.054 -0.022
H 1.16314 4.32326 6.48653 0.006 -0.019 -0.023
H 2.20858 4.65457 5.10192 -0.030 -0.041 0.002
H 2.61854 3.36121 6.22189 -0.021 0.004 -0.017
H -0.77675 2.99251 6.08289 0.013 -0.019 -0.026
H -2.59897 1.74370 5.90944 0.005 -0.009 0.019
H -2.61514 0.25740 4.96757 -0.007 0.033 -0.024
H -3.22533 1.74107 4.26057 0.038 0.024 -0.018
H -1.73369 -0.64304 3.20491 -0.154 -0.075 0.037
H 1.53907 -0.33039 1.79339 -0.012 0.000 0.014
H 2.71967 0.96696 2.00383 -0.015 -0.017 0.012
H 1.39401 1.16233 0.87970 -0.019 0.047 0.042
H 2.59685 2.47917 3.53645 -0.055 -0.017 0.024
```
Positions in Å, forces in eV/Å.

Atom charges from the Löwdin analysis, given in e for atoms 1 to 2: Ga 0.215; O -0.075

=====

Record 3
A molecular structure, C31H30N7O2PReS. Source: the Open Molecules 2025 dataset; level of theory: wB97M-V/def2-TZVPD.

For the energy relative to the best compared isomer or geometry (same formula, charge and spin), the calculation gives 107.7 kJ/mol. The value obtained for the molar mass is 781.876 g/mol. As for the charge: +2. The spin multiplicity is 4.

The geometry in XYZ format:
```
73
Properties=species:S:1:pos:R:3:forces:R:3
Re 0.86635 -1.47530 1.47104 -0.947 0.883 -0.594
N -0.42902 -0.54834 5.56523 0.739 0.370 -1.070
C 0.12104 -0.87116 4.34388 1.668 0.386 0.157
S -0.89306 -1.26369 3.00006 -0.939 -0.107 0.727
N 1.46281 -0.83200 4.25097 -0.702 0.853 1.399
N 1.99756 -0.92994 3.01531 0.957 -0.239 -0.291
C 3.29319 -0.57537 2.80874 -2.843 -0.648 0.768
C 3.65022 -0.59856 1.45144 1.702 0.094 -1.791
C 4.91898 -0.11467 0.87780 -2.186 -0.479 -1.399
C 4.96220 -0.00437 -0.51278 -1.301 -0.466 0.392
C 3.88514 -0.46960 -1.32287 0.128 1.065 -0.002
C 2.82970 -1.11242 -0.72487 -1.756 -0.492 -0.798
N 2.64140 -1.10749 0.60681 3.046 0.430 1.100
H -1.39396 -0.24013 5.55472 0.070 -0.337 -0.047
H 0.17749 0.09331 6.07560 -0.158 -0.493 0.154
H 3.85078 -0.27891 3.66616 0.587 0.284 0.235
H 5.78004 0.32284 1.35132 -0.234 -0.243 1.035
H 5.78084 0.49722 -1.00142 0.216 0.011 0.054
H 3.77580 -0.06213 -2.34478 0.411 -1.113 0.383
H 1.93777 -1.63277 -1.21870 1.604 1.111 0.052
C -4.26386 7.27011 -6.34011 1.181 -1.108 -1.507
O -3.71087 7.66406 -5.12439 1.120 -0.143 2.875
C -3.54871 6.78048 -4.11722 -0.313 1.048 -0.923
C -4.11851 5.49121 -4.16772 0.020 -1.747 -0.047
C -4.05711 4.62862 -3.09361 -0.317 -0.269 -0.115
C -3.16977 4.90485 -2.01531 0.612 0.900 -0.773
C -2.61829 6.25442 -1.97104 0.641 0.842 0.559
C -2.81997 7.21528 -2.96337 -0.735 -2.729 0.244
N -2.58583 3.92212 -1.27465 -1.495 -0.701 -0.753
N -3.07783 2.71416 -1.57072 0.139 0.959 1.068
C -2.55326 1.65881 -0.89670 -0.632 2.701 -0.367
C -2.96879 0.43633 -1.47237 0.452 -0.365 -0.345
C -2.08471 -0.61070 -1.42146 0.658 -0.644 0.360
C -1.04070 -0.59991 -0.45124 -0.043 -2.386 -0.994
O -0.34186 -1.71786 -0.19016 -1.247 2.219 -0.753
C -0.76803 0.61485 0.21890 2.193 1.332 2.088
N 0.34813 0.60585 1.03601 -0.467 0.792 0.604
C 0.75394 1.71872 1.71952 -0.217 -2.053 -1.890
C 0.16325 2.95427 1.47076 -1.069 0.018 1.150
C -0.98658 2.96343 0.69430 -0.048 1.985 -1.014
C -1.47029 1.80426 0.05251 0.020 -1.138 -0.659
H -4.17843 8.15079 -7.01726 -0.693 -0.821 0.601
H -5.20660 6.76640 -6.18395 -0.723 0.619 -0.288
H -3.60058 6.46689 -6.73017 -0.287 0.508 -0.247
H -4.42533 4.98290 -5.09344 -0.516 0.988 0.348
H -4.61182 3.66865 -3.05849 0.685 0.768 -0.483
H -1.97917 6.52148 -1.08953 -0.601 -0.344 -0.974
H -2.38137 8.17723 -2.99420 0.326 0.783 0.335
H -3.91383 0.41618 -2.04605 0.941 0.125 0.103
H -2.04709 -1.43717 -2.12576 -0.716 -0.190 0.403
H 1.62039 1.51870 2.33829 -0.097 0.423 0.177
H 0.43620 3.83759 2.08281 0.055 -0.604 -0.840
H -1.46013 3.94362 0.36002 0.648 -1.639 1.165
C -0.44995 -4.64405 2.79006 0.684 0.219 2.172
P 1.04392 -3.77047 2.01662 -0.098 -1.035 2.899
C 2.29031 -3.92253 3.42630 1.387 -1.622 -0.785
C 1.48680 -5.07885 0.89474 -0.327 -0.018 0.263
C 0.60800 -5.30404 -0.14523 -1.744 -0.736 -2.368
C 0.83308 -6.30704 -1.14995 -0.792 1.013 0.689
C 1.91445 -7.15150 -0.97308 0.283 1.269 0.344
C 2.71801 -6.97263 0.15619 0.476 0.159 0.214
C 2.50800 -5.96144 1.14682 0.338 -1.976 -2.877
H -1.14010 -3.98656 3.38919 0.792 -0.447 -0.815
H 0.02735 -5.34607 3.58139 -0.829 0.871 -1.522
H -1.02929 -5.21606 2.07132 0.164 0.025 -0.096
H 2.30656 -4.97326 3.71136 -0.519 -0.353 0.019
H 2.17712 -3.43894 4.38890 -0.501 0.771 -0.302
H 3.38022 -3.87317 3.12091 -1.230 0.769 -0.112
H -0.38869 -4.77412 -0.19463 1.443 -0.132 -0.076
H 0.18714 -6.40276 -2.06272 0.509 0.193 1.242
H 2.20820 -7.81080 -1.77174 0.015 -0.421 0.128
H 3.60987 -7.60046 0.15306 -0.209 0.113 0.658
H 3.16116 -5.94839 1.97264 0.624 0.337 0.749
```
Positions in Å, forces in eV/Å.

Atom charges from the Löwdin analysis, given in e for atoms 1 to 2: Re 1.122; N 0.103